ORCA calculation (ωB97M-V with the def2-TZVPD basis set) on a structure of composition C24H48F2N5O16SZr at a distorted geometry.

As for the charge: +2. The HOMO-LUMO gap (spin up / spin down) comes out at 6.25 / 7.68 eV. The total energy comes out at -83413.211 eV. The LUMO energy (spin up / spin down) is -5.77 / -5.79 eV. Its spin multiplicity is 2.

```
97
Properties=species:S:1:pos:R:3:forces:R:3:lowdin_spin:R:1
Zr 0.582 -23.609 -8.242 -4.3 5.5 1.2 0.87
C -1.405 -20.938 -6.969 0.4 -0.4 -0.3 0.00
O -0.549 -21.827 -7.597 0.8 -1.7 -0.8 0.02
H -0.815 -20.352 -6.264 -0.1 0.5 0.3 0.00
H -1.893 -20.282 -7.690 0.3 0.5 -0.4 0.00
H -2.279 -21.301 -6.429 0.0 -0.8 0.4 0.00
C 1.126 -18.905 -9.601 -0.7 0.1 -1.7 0.00
C 0.837 -20.197 -10.471 1.5 -1.7 3.3 0.00
O 1.057 -21.339 -10.013 0.0 1.1 -0.3 0.00
N 0.428 -20.048 -11.700 -1.9 0.9 -2.6 0.00
C -0.018 -21.069 -12.686 0.8 0.3 -0.5 0.00
H 0.831 -18.962 -8.553 0.2 -0.6 -0.2 0.00
H 0.577 -18.057 -10.011 -0.6 -0.1 -0.1 0.00
H 2.123 -18.493 -9.757 0.4 -0.8 0.3 0.00
H 0.236 -19.098 -11.983 0.1 -0.1 -0.1 0.00
H 0.372 -20.782 -13.663 0.8 -0.1 0.1 0.00
H -1.063 -21.109 -12.992 -0.5 0.3 1.2 0.00
H 0.310 -22.080 -12.442 0.2 0.4 0.2 0.00
C 0.630 -22.846 -4.063 0.4 -0.4 0.1 0.00
C 0.372 -24.090 -4.883 0.2 -1.0 -0.4 0.01
O 0.376 -24.036 -6.109 1.1 0.7 -2.6 0.03
N 0.108 -25.308 -4.425 -0.4 -0.8 1.8 0.00
C -0.177 -26.563 -5.224 1.2 1.1 0.6 0.00
H -0.207 -22.710 -3.379 0.2 0.4 0.0 0.00
H 0.839 -22.002 -4.719 -0.9 -0.1 -0.3 0.00
H 1.571 -22.864 -3.514 -0.1 -0.7 0.5 0.00
H 0.127 -25.439 -3.424 -0.1 0.0 0.0 0.00
H -0.072 -27.404 -4.538 -0.5 0.2 0.1 0.00
H 0.654 -26.712 -5.913 -0.3 0.2 -0.4 0.00
H -1.148 -26.518 -5.716 0.2 0.0 0.1 0.00
C -3.133 -24.110 -5.881 -0.9 0.3 0.4 0.00
C -2.796 -24.665 -7.225 2.6 0.2 -0.1 0.00
O -1.701 -24.377 -7.761 -0.4 -0.8 -0.4 0.02
N -3.673 -25.500 -7.755 -1.1 0.0 0.2 0.00
C -3.728 -25.967 -9.154 0.9 0.7 1.0 0.00
H -2.282 -23.893 -5.235 0.1 -0.1 -0.4 0.00
H -3.862 -24.716 -5.343 0.2 -0.3 0.0 0.00
H -3.688 -23.183 -6.022 0.2 0.3 -0.1 0.00
H -4.529 -25.413 -7.225 -0.4 -0.7 -0.4 0.00
H -4.405 -26.819 -9.226 0.0 0.4 -0.2 0.00
H -2.714 -26.270 -9.416 -0.1 -0.2 -0.1 0.00
H -3.970 -25.080 -9.740 -0.4 -0.5 -0.5 0.00
C 2.524 -20.110 -6.321 0.5 -1.0 -0.2 0.00
C 2.948 -21.282 -7.300 -1.2 1.3 0.3 0.00
O 2.137 -22.144 -7.699 0.6 -1.0 0.6 0.01
N 4.201 -21.296 -7.680 2.2 -0.7 -0.7 0.00
C 4.952 -22.340 -8.430 -0.3 -0.6 -0.2 0.00
H 3.240 -19.295 -6.216 0.4 -0.3 -0.4 0.00
H 2.512 -20.583 -5.339 -0.2 0.0 0.1 0.00
H 1.563 -19.624 -6.493 -0.1 -0.7 -0.4 0.00
H 4.868 -20.627 -7.324 -0.6 0.4 0.2 0.00
H 5.557 -22.966 -7.774 0.0 0.3 0.4 0.00
H 5.635 -21.916 -9.167 -0.2 0.4 0.2 0.00
H 4.344 -23.060 -8.978 -0.5 0.5 0.1 0.00
C -1.105 -24.528 -12.263 -1.2 -0.1 -0.1 0.00
C -1.433 -23.653 -11.043 2.8 -0.4 -1.2 0.00
O -0.575 -23.486 -10.153 0.7 -0.9 1.2 0.01
N -2.547 -23.002 -11.043 -3.1 1.0 0.2 0.00
C -3.201 -22.152 -10.033 0.1 0.1 0.4 0.00
H -1.562 -24.124 -13.166 -0.3 0.1 0.1 0.00
H -1.596 -25.478 -12.053 -0.1 -0.2 -0.2 0.00
H -0.096 -24.779 -12.590 0.3 0.5 1.0 0.00
H -3.261 -23.082 -11.753 1.0 -0.8 -0.7 0.00
H -4.194 -21.942 -10.431 0.2 0.3 -0.1 0.00
H -2.645 -21.226 -9.884 0.0 -0.1 0.2 0.00
H -3.415 -22.647 -9.085 0.6 -0.1 0.0 0.00
C -5.045 -19.519 -7.431 0.1 -0.4 0.0 0.00
C -5.318 -18.355 -6.477 0.3 -0.8 -0.5 0.00
O -6.285 -18.847 -5.572 0.1 1.2 0.2 0.00
C -6.416 -20.125 -5.734 -3.3 -6.0 3.1 0.00
O -7.141 -20.925 -5.047 3.3 4.0 -3.2 0.00
O -5.612 -20.595 -6.720 0.2 -1.0 0.4 0.00
F -5.880 -17.428 -7.222 -0.5 2.1 -0.4 0.00
H -4.000 -19.664 -7.703 0.1 -0.2 0.6 0.00
H -5.581 -19.500 -8.380 -0.2 0.9 0.1 0.00
H -4.477 -18.005 -5.879 0.0 0.4 -0.2 0.00
C -3.794 -23.355 -2.297 -1.2 -1.0 0.8 0.00
C -3.456 -21.921 -2.628 -0.4 -1.1 2.7 0.00
O -4.445 -21.221 -1.864 0.3 -0.6 -0.4 0.00
C -5.546 -22.073 -1.579 -2.8 0.8 -0.1 0.00
O -6.630 -21.692 -1.127 4.8 -1.7 -1.6 0.00
O -5.220 -23.356 -2.026 -0.4 1.7 -0.2 0.00
F -3.532 -21.654 -3.928 -0.8 0.4 -1.8 0.00
H -3.490 -23.775 -1.338 1.3 0.7 0.0 0.00
H -3.454 -24.059 -3.058 -0.7 0.0 -0.3 0.00
H -2.399 -21.765 -2.411 -0.2 0.9 1.0 0.00
C 0.212 -15.993 -4.858 -0.2 -1.5 0.7 0.00
C -0.270 -16.989 -5.918 1.0 0.0 0.0 0.00
O -1.307 -16.358 -6.630 -1.4 0.5 -0.1 0.00
S -1.824 -14.985 -5.887 -0.5 0.8 -0.8 0.00
O -2.830 -15.304 -4.892 1.9 0.1 -1.1 0.00
O -2.128 -13.958 -6.879 1.2 -2.3 2.1 0.00
O -0.324 -14.775 -5.243 -1.3 1.8 -0.2 0.00
H 1.295 -15.987 -4.734 -0.1 0.6 -0.4 0.00
H -0.188 -16.347 -3.908 -0.2 0.5 0.3 0.00
H -0.573 -17.893 -5.390 -0.3 -0.2 -0.5 0.00
H 0.524 -17.181 -6.640 -0.1 -0.2 -0.1 0.00
```
Forces are in eV/Å.